Run one
This record from OMol25 describes an isolated molecule of H7N4OP. The level of theory is ωB97M-V/def2-TZVPD.

Values from the calculation:
- E_HOMO (eV) = -9.8
- total charge = 0
- HOMO-LUMO gap (eV) = 10.7
- multiplicity = 1
- SMILES string = NNP(N)(N)=O

Last columns: bonded neighbours and bond lengths (Å).
Cartesian coordinates (Å):
1 N 1.62 -0.67 0.00  N2 1.460, H7 1.016, H8 0.988
2 N 0.78 0.21 0.80  N1 1.460, P3 1.843, H9 1.069
3 P -0.80 -0.38 0.06  N2 1.843, N4 1.750, N5 1.657, O6 1.486
4 N -1.93 0.81 0.65  P3 1.750, H10 1.007, H11 1.028
5 N -0.58 -0.11 -1.56  P3 1.657, H12 0.987, H13 0.930
6 O -1.08 -1.80 0.39  P3 1.486
7 H 1.50 -1.60 0.40  N1 1.016
8 H 2.59 -0.48 -0.08  N1 0.988
9 H 0.94 0.14 1.85  N2 1.069
10 H -2.60 0.40 1.29  N4 1.007
11 H -1.42 1.53 1.18  N4 1.028
12 H 0.41 -0.10 -1.56  N5 0.987
13 H -0.95 0.66 -1.92  N5 0.930


Run two
This record from OMol25 describes a cluster of 2 separate species, H7N4OP in total. The level of theory is ωB97M-V/def2-TZVPD.

Values from the calculation:
- E_HOMO (alpha / beta) (eV) = -7.4 / -6.1
- total charge = 0
- HOMO-LUMO gap (alpha / beta) (eV) = 8.2 / 6.8
- multiplicity = 1

Last columns: bonded neighbours and bond lengths (Å).
Cartesian coordinates (Å):
1 N -1.74 -0.21 -1.77  N3 1.337, H7 1.088, H8 1.030
2 N 2.40 1.10 0.63  N4 1.424, H9 1.006, H10 1.015
3 N -2.16 0.47 -0.70  N1 1.337, H11 1.087
4 N 1.35 0.14 0.71  N2 1.424, P6 1.664, H12 1.027
5 O -0.55 -1.43 1.18  P6 1.657, H13 0.972
6 P -0.26 0.20 1.16  N4 1.664, O5 1.657
7 H -0.72 0.06 -2.03  N1 1.088
8 H -1.71 -1.22 -1.57  N1 1.030
9 H 2.25 1.86 1.27  N2 1.006
10 H 2.41 1.58 -0.26  N2 1.015
11 H -3.09 0.11 -0.28  N3 1.087
12 H 1.59 -0.72 0.20  N4 1.027
13 H 0.24 -1.93 1.46  O5 0.972


Ranking the structures above from most stable to least stable yields run one, run two.